10 unconnected molecules or ions with the total composition C25H73N17O13 at a distorted geometry, computed with wB97M-V/def2-TZVPD.

Results
Relative energy (zero: lowest compared OMol25 entry of this formula, charge and spin): 0.000 eV
HOMO-LUMO gap: 8.77 eV
E_LUMO: 0.4 eV
Energy: -2905.45869 hartree
HOMO energy: -0.30932 Eh

ORCA input file:
```
! RIJCOSX wB97M-V def2-TZVPD def2/J DEFGRID3
* xyz 0 1
C 0.03994 6.10519 -6.55222
O 0.48147 5.74804 -5.24148
C -0.33200 6.18351 -4.16073
C -0.13144 5.22937 -2.99215
N -1.05666 4.10835 -3.15946
C -0.75467 3.03377 -2.23553
C -1.42200 1.74434 -2.61491
O -0.82515 1.16928 -3.77362
C -1.13512 -0.20691 -3.94753
H -0.52225 5.23157 -6.88354
H 0.95034 6.26556 -7.12883
H -0.52224 7.03695 -6.64146
H -1.36961 6.21366 -4.51072
H -0.01140 7.20190 -3.90643
H -0.28018 5.77968 -2.06527
H 0.88999 4.85767 -3.13873
H -0.95095 3.80298 -4.12104
H -1.02665 3.30816 -1.21055
H 0.33533 2.89692 -2.15851
H -2.48020 1.93615 -2.81736
H -1.31469 1.02081 -1.79783
H -2.21691 -0.31214 -4.04179
H -0.76165 -0.78973 -3.10020
H -0.65913 -0.58017 -4.85146
C 2.34373 -5.44041 2.87628
O 1.49347 -4.34457 2.64871
C 1.53897 -3.30297 3.59513
C 0.73001 -2.08078 3.10803
N 0.98938 -0.89228 3.88439
C 0.51598 -1.02930 5.26030
C 0.08675 0.32377 5.84409
O 1.14438 1.27382 5.89820
C 0.68296 2.48102 6.48908
H 2.31279 -5.78807 3.91845
H 3.38704 -5.10761 2.81167
H 2.05575 -6.22713 2.18663
H 2.51964 -2.95529 3.94619
H 1.12430 -3.69574 4.53487
H -0.32858 -2.37964 3.06803
H 0.96100 -1.96796 2.04488
H 0.75708 -0.01334 3.44716
H 1.25522 -1.44332 5.94827
H -0.38102 -1.65641 5.29242
H -0.12688 0.21346 6.92113
H -0.90815 0.63887 5.51142
H 1.45537 3.22798 6.33051
H 0.46170 2.37055 7.55606
H -0.25625 2.75913 6.00197
C 1.77757 -2.04027 -1.16420
O 1.82014 -2.64935 -2.41628
C 2.44635 -1.86258 -3.40784
C 2.61448 -2.69075 -4.69006
N 3.53310 -3.79675 -4.44757
C 3.64113 -4.59298 -5.69963
C 4.78691 -4.07028 -6.56109
O 6.00447 -4.22187 -5.84975
C 7.11949 -3.99083 -6.68925
H 1.35177 -1.03324 -1.05904
H 2.78619 -1.93366 -0.73797
H 1.17118 -2.66468 -0.51134
H 3.41266 -1.49721 -3.04432
H 1.79583 -1.00120 -3.60312
H 2.88422 -2.00158 -5.49235
H 1.63688 -3.04770 -5.04449
H 3.15593 -4.49232 -3.81497
H 2.67634 -4.57029 -6.21785
H 3.87741 -5.64127 -5.51181
H 4.64676 -3.04524 -6.91978
H 4.86640 -4.68013 -7.47055
H 8.03096 -4.15448 -6.11429
H 7.11902 -2.94550 -7.00734
H 7.14310 -4.72019 -7.50356
N -4.69013 3.04942 2.21145
C -4.17886 2.74068 3.45049
N -4.20622 1.39945 3.72209
O -3.62310 3.54132 4.19489
H -5.39650 2.41789 1.88816
H -4.46606 3.93570 1.80056
H -3.52770 0.99315 4.35341
H -4.75007 0.79246 3.13906
N 2.20427 2.75028 -0.15375
C 1.84469 2.00074 0.90019
N 2.39226 0.73358 0.88070
O 1.17220 2.50003 1.80773
H 1.81747 3.69674 -0.10485
H 2.70997 2.35835 -0.92166
H 3.10580 0.38056 0.27747
H 2.24850 0.22345 1.74129
N -1.18463 -5.50391 1.38857
C -1.77118 -4.29260 1.30005
N -1.09258 -3.50811 0.39136
O -2.74466 -3.87807 1.93664
H -1.51251 -6.15323 2.08229
H -0.42271 -5.73620 0.79051
H -1.34079 -2.56251 0.12631
H -0.23232 -3.87470 0.03990
N -1.63142 1.13217 1.72610
C -1.79391 -0.15361 1.31071
N -2.75292 -0.81671 1.98509
O -1.16470 -0.65998 0.36472
H -2.20435 1.47122 2.47599
H -0.75012 1.60405 1.58334
H -3.08029 -1.73368 1.71342
H -2.89727 -0.49902 2.93794
N -4.01911 -1.79208 6.46246
C -3.25974 -1.77724 5.33968
N -2.93305 -3.03932 4.89016
O -2.80928 -0.77309 4.78043
H -4.24946 -0.98853 7.01454
H -4.50026 -2.65995 6.58844
H -2.32676 -3.09331 4.08759
H -3.40691 -3.82331 5.28585
N -4.29916 0.57780 -1.01970
C -4.49374 -0.69977 -1.45125
N -3.34245 -1.35407 -1.79113
O -5.60509 -1.21918 -1.49662
H -5.12205 1.10263 -0.79646
H -3.37287 0.82816 -0.72053
H -2.43725 -0.94678 -1.64065
H -3.42077 -2.33767 -1.97410
N 0.12215 5.13149 1.62823
C 0.85868 5.94654 0.82014
N 0.65910 7.26493 1.08628
O 1.65703 5.56905 -0.04730
H -0.43768 5.47923 2.38266
H 0.38425 4.14481 1.68233
H 0.16752 7.51383 1.92174
H 1.06968 7.99261 0.53301
*
```